1.
Computed, not measured: a cluster of 8 separate species, C4H24NO8S2 in total at a distorted geometry, with ωB97M-V/def2-TZVPD.

Structure (XYZ):
```
39
Properties=species:S:1:pos:R:3:forces:R:3:nbo_charge:R:1
S -1.480327 0.886288 -2.784286 -0.8 2.5 -2.1 -0.52
S 0.447609 0.225172 -2.056776 -1.4 -0.1 0.2 0.16
C 0.800454 1.979367 -1.228318 0.1 -2.3 0.2 -0.50
C 1.880206 1.550671 -0.238344 0.7 -0.6 0.7 -0.11
C 2.711330 0.361473 -0.850103 1.2 0.9 0.8 -0.05
O 1.872757 -0.637791 -1.198756 0.7 -0.2 0.1 -0.82
N 1.162108 1.045947 1.031086 2.7 1.9 -1.3 -0.66
C 0.888575 2.238780 1.889460 -1.3 -3.2 1.0 -0.44
H -2.425468 0.086114 -2.368003 -0.1 -1.0 0.5 0.14
H -0.105603 2.273659 -0.674171 0.3 0.0 -0.6 0.21
H 1.073295 2.675990 -2.020149 0.0 -0.1 0.1 0.21
H 2.623893 2.367920 0.006231 -0.9 -0.7 0.1 0.19
H 3.390496 0.726883 -1.662776 -0.7 0.1 -0.1 0.13
H 3.429783 -0.007678 -0.114971 0.1 0.2 0.6 0.15
H 0.351912 0.563972 0.681393 -0.5 0.3 0.0 0.36
H 1.376522 2.057058 2.862649 0.6 0.8 -0.5 0.20
H 1.023192 3.213809 1.441327 0.0 0.1 0.0 0.20
H -0.133513 1.999259 2.204627 -0.4 1.1 0.0 0.18
H -3.202862 0.008989 0.189283 -0.3 -0.2 -0.3 0.47
H -2.725876 1.046434 -0.747020 -0.6 -0.2 -0.5 0.48
O -3.539173 0.528511 -0.560350 0.6 0.3 1.1 -0.96
H 1.254884 -2.560161 -2.701534 0.2 0.0 0.3 0.49
H 0.410467 -2.500959 -3.903715 -0.2 -0.1 -0.2 0.47
O 0.799131 -3.154409 -3.312446 0.0 0.3 0.1 -0.97
H -3.241594 -2.095693 2.727370 0.1 0.2 0.2 0.46
H -2.302318 -0.892764 2.733694 0.0 -0.1 0.0 0.48
O -2.739154 -1.521696 3.323253 -0.1 -0.1 -0.1 -0.95
H -0.424462 -1.301011 1.046554 -0.2 0.5 -0.8 0.48
H -1.554165 -2.143314 1.171289 -0.5 -0.1 -0.6 0.47
O -1.332800 -1.335574 0.674020 0.8 -0.6 1.5 -0.95
H -0.485007 -3.504377 -1.062282 0.0 0.0 0.1 0.49
H 0.137426 -4.793418 -0.536426 -0.4 0.5 0.2 0.47
O -0.464752 -4.071124 -0.276815 0.4 -0.4 -0.3 -0.96
H -2.820410 3.700180 0.595849 0.0 0.2 0.1 0.48
H -1.710236 3.296354 1.523613 0.0 0.3 0.1 0.47
O -2.261106 4.059744 1.298973 0.0 -0.5 -0.2 -0.94
H 1.959045 -2.243673 0.354996 0.2 0.2 -0.1 0.50
H 2.845965 -1.635895 1.427304 -0.3 -0.4 -0.2 0.47
O 2.509789 -2.493032 1.114263 0.0 0.4 0.2 -0.97
```
Forces are in eV/Å.

Total charge: -1
ΔE to the lowest compared entry with this formula, charge and spin (kJ/mol): 146.9
Orbital gap (eV): 6.49

=====

2.
Computed, not measured: a cluster of 9 separate species, C4H25N2O10 in total at a distorted geometry, with ωB97M-V/def2-TZVPD.

Structure (XYZ):
```
41
Properties=species:S:1:pos:R:3:forces:R:3:nbo_charge:R:1
N 0.617876 1.527100 -0.119199 -0.7 -0.1 -0.7 -0.74
C 0.094130 0.125564 0.070079 0.8 0.3 -0.9 -0.15
C 1.069889 -0.928044 -0.531037 -1.9 0.7 0.5 -0.56
C 2.375706 -0.742676 0.147229 1.6 -0.7 -0.2 0.46
O 2.542467 -0.196617 1.213422 -0.7 0.2 0.0 -0.56
C -1.307330 0.143923 -0.576521 -0.1 -0.5 1.3 0.71
N -2.135078 -0.796882 -0.138659 0.2 -0.1 -0.1 -0.77
O -1.633993 1.042900 -1.349957 0.1 -0.1 0.2 -0.69
H 1.165771 1.534243 -1.003122 0.8 0.5 0.5 0.47
H -0.139750 2.221265 -0.284902 0.0 -0.6 0.3 0.47
H 1.062542 1.896225 0.719075 0.7 -0.3 -0.2 0.46
H 0.227883 -0.084098 1.121079 -1.2 0.1 0.3 0.26
H 0.650360 -1.869738 -0.164336 0.4 -0.2 0.0 0.28
H 1.000609 -1.031442 -1.608620 0.6 0.3 -0.2 0.28
H 3.264035 -1.178278 -0.342496 -0.2 -0.1 -0.1 0.15
H -3.086786 -0.792928 -0.447065 -0.3 0.0 -0.3 0.42
H -1.856621 -1.559851 0.467947 0.1 0.0 0.3 0.44
H 0.012967 -0.345646 -3.592910 -0.6 -0.1 -0.6 0.50
H -1.124801 -1.446128 -3.883071 0.1 0.4 -0.3 0.49
O -0.362830 -1.205174 -3.353825 0.5 -0.5 0.8 -0.99
H -0.689840 2.016834 -4.123555 -0.3 -0.1 0.2 0.50
H -0.743618 1.231894 -2.717978 -0.2 0.7 -0.5 0.51
O -0.169571 1.568406 -3.450230 0.3 0.0 -0.1 -1.02
H -1.019408 3.799847 -0.930193 0.2 0.1 -0.2 0.48
H -1.323444 4.475073 0.351576 0.3 0.0 0.4 0.50
O -0.624126 3.949019 -0.060126 -0.7 0.2 -0.4 -0.95
H 1.550906 2.222866 -3.055973 0.4 -0.6 -0.3 0.52
H 2.977484 1.471364 -2.896652 -0.1 0.1 -0.5 0.50
O 2.252679 1.914743 -2.457351 -0.2 0.3 1.1 -0.99
H 0.100577 -3.687720 0.779091 -0.1 -0.2 0.1 0.47
H 0.581526 -3.352165 2.149398 0.0 -0.2 0.0 0.48
O 0.876479 -3.778133 1.337638 0.5 0.2 -0.2 -0.94
H -1.432841 -0.256259 3.624668 0.3 0.0 0.0 0.50
H -0.590894 -1.287836 4.431265 0.0 0.2 0.0 0.49
O -1.418108 -1.160486 3.958037 -0.4 -0.2 0.2 -0.96
H 0.881372 0.578492 3.037913 0.2 0.2 0.7 0.50
H -0.156184 1.496122 3.875668 0.7 0.0 0.2 0.50
O 0.065037 1.089315 3.034334 -0.6 0.1 -0.8 -0.99
H -2.001980 -3.751261 2.047490 -0.1 0.1 0.3 0.49
H -1.731371 -2.358249 2.804464 0.0 -0.4 -0.2 0.52
O -1.568590 -2.894705 1.993132 -0.3 0.3 -0.3 -1.03
```
Forces are in eV/Å.

Total charge: +1
ΔE to the lowest compared entry with this formula, charge and spin (kJ/mol): 40.3
Orbital gap (eV): 10.94

=====

3.
Computed, not measured: a cluster of 7 separate species, C4H25N2O6S2 in total at a distorted geometry, with ωB97M-V/def2-TZVPD.

Structure (XYZ):
```
39
Properties=species:S:1:pos:R:3:forces:R:3:nbo_charge:R:1
S 2.599752 -1.562176 -2.071308 -2.7 1.5 -2.1 -0.13
S 2.660741 0.526814 -1.888639 0.6 0.3 -0.5 0.16
C 1.497544 1.108167 -0.641380 -1.0 1.2 1.9 -0.64
C 0.008165 1.417667 -0.841427 0.2 0.8 2.7 -0.11
C -0.657577 1.923589 0.611156 -0.8 -2.0 -0.7 -0.20
N 0.262867 2.370909 1.535133 2.4 -0.2 3.5 -0.70
C 0.626189 3.779987 1.653977 1.0 -0.5 0.4 -0.42
N -0.741243 0.235303 -1.087061 -4.3 -2.5 1.5 -0.76
H 3.386631 -2.152323 -1.280041 2.0 -0.4 2.1 0.10
H 1.616665 0.360933 0.124358 -0.5 -0.5 0.5 0.22
H 1.706240 2.027885 0.024910 1.1 -1.1 -1.5 0.30
H -0.233733 2.259966 -1.460387 0.2 -0.2 -1.1 0.22
H -1.190788 1.037551 1.096944 0.7 1.4 -1.1 0.21
H -1.456836 2.604048 0.246429 0.6 0.2 0.8 0.20
H 0.736594 1.756010 2.377774 -2.2 1.5 -3.3 0.44
H 0.844921 4.233721 0.631513 -0.6 -0.2 1.5 0.19
H -0.058342 4.312151 2.346711 0.0 0.3 -1.0 0.20
H 1.571762 3.728237 2.235733 -0.3 0.6 -0.6 0.21
H -0.253448 -0.364681 -1.696414 0.7 -1.4 -1.0 0.42
H -1.735919 0.332465 -1.553073 2.4 0.6 0.7 0.48
H -0.988849 -0.301166 -0.094359 1.1 1.3 -2.6 0.46
H -1.217131 -3.923054 0.167950 1.2 0.5 -1.3 0.47
H -0.149619 -4.658204 -0.454653 1.9 -4.2 -0.2 0.47
O -0.486747 -3.829420 -0.521069 -3.2 3.5 1.5 -0.93
H -3.436609 -2.345394 -2.585049 2.5 1.3 0.7 0.49
H -2.740210 -2.007901 -1.258608 0.3 0.1 -0.8 0.47
O -2.586679 -1.870298 -2.221063 -2.9 -1.3 0.1 -0.96
H 2.572722 -3.090963 1.212079 0.5 -0.3 -0.2 0.49
H 1.297081 -3.313799 0.299657 0.3 0.1 0.1 0.50
O 1.635207 -2.955696 1.133799 -0.9 0.5 0.3 -0.99
H -3.099446 0.546210 -2.984825 -1.6 -1.8 -1.0 0.49
H -2.380305 1.791949 -3.501496 0.0 0.2 -0.4 0.50
O -2.547287 1.241004 -2.741588 1.1 1.7 1.1 -0.95
H 1.743937 -0.897024 3.342363 -0.5 -0.9 1.2 0.47
H 2.177178 -0.549514 1.980615 -0.2 1.4 2.1 0.47
O 2.026690 -0.115978 2.902226 0.6 -0.5 -3.3 -0.93
H -0.407602 -1.684178 1.360339 -0.7 1.1 0.4 0.52
H -1.592795 -1.083564 2.136485 -2.1 -0.6 2.4 0.50
O -1.009720 -0.889231 1.462290 3.0 -1.5 -2.5 -0.95
```
Forces are in eV/Å.

Total charge: +1
ΔE to the lowest compared entry with this formula, charge and spin (kJ/mol): 422.4
Orbital gap (eV): 7.96

=====

4.
Computed, not measured: a cluster of 8 separate species, C4H25N2O8 in total at a distorted geometry, with ωB97M-V/def2-TZVPD.

Structure (XYZ):
```
39
Properties=species:S:1:pos:R:3:forces:R:3:nbo_charge:R:1
O -1.807136 1.430564 -1.354413 -2.2 2.1 -1.2 -0.61
C -0.926187 0.832613 -1.890547 1.6 -0.8 -1.1 0.67
N -0.477168 0.918169 -3.207007 0.8 0.5 0.5 -0.86
C -0.394292 -0.288626 -1.036865 1.6 -0.8 0.3 -0.19
N -1.384600 -0.572187 0.056969 -0.1 1.9 0.7 -0.52
C -1.380735 0.554908 1.123357 2.6 0.8 -0.8 -0.44
C -0.394470 -1.498442 -1.901731 1.6 -3.6 -0.6 -0.66
H -1.070064 1.490099 -3.834628 1.0 -0.3 0.7 0.42
H 0.541382 0.679917 -3.490185 -2.6 0.2 0.7 0.46
H 0.571533 -0.046695 -0.523095 -0.8 -0.5 -0.6 0.27
H -2.310438 -0.602897 -0.438762 0.7 -0.2 1.1 0.45
H -1.220229 -1.460607 0.591867 -0.2 0.8 -1.1 0.47
H -0.283252 0.624051 1.584981 -2.5 -0.5 -1.1 0.24
H -1.611169 1.540788 0.615380 0.1 -1.5 0.9 0.28
H -2.089670 0.249439 1.844281 -0.7 0.0 0.9 0.22
H -1.328726 -1.548920 -2.539369 1.5 0.2 0.1 0.24
H 0.664853 -1.807418 -2.366713 -2.8 1.4 0.2 0.29
H -0.491807 -2.396749 -1.261434 -0.1 0.3 0.1 0.21
H -2.077730 4.852490 -0.606393 -1.3 0.3 -1.4 0.48
H -0.673481 4.144933 -0.694310 -0.7 0.4 -0.2 0.47
O -1.310899 4.616861 -0.140756 2.0 -0.7 1.6 -0.95
H -0.614280 3.047296 3.173659 1.6 0.9 1.5 0.47
H 0.907809 3.388016 3.216792 -0.7 0.1 0.6 0.47
O 0.121900 3.357723 3.803018 -1.0 -1.0 -2.0 -0.93
H 2.725794 -0.078653 0.999616 2.9 0.4 -0.2 0.48
H 1.818795 -0.935723 2.045376 0.7 1.2 -1.6 0.52
O 1.881684 -0.326130 1.245382 -3.6 -1.7 1.8 -0.99
H 2.130186 0.517791 -1.993503 0.1 2.5 2.9 0.46
H 2.995987 -0.748117 -2.327485 -0.2 0.9 0.3 0.52
O 2.296989 -0.124489 -2.603600 0.6 -3.0 -3.1 -0.97
H 0.336610 -1.055440 4.088148 -0.1 -1.5 -1.3 0.48
H -0.259479 -2.457044 4.145804 0.7 0.5 -1.1 0.49
O 0.220345 -1.871389 3.498817 -0.6 1.1 2.3 -0.97
H 4.490295 -2.395927 -1.079945 -0.4 -3.7 0.3 0.49
H 4.873821 -1.258984 -0.047365 0.6 -0.2 2.7 0.49
O 4.673733 -1.533709 -0.894670 -0.3 3.8 -3.0 -0.96
H -3.452301 -3.065613 1.435707 1.1 1.0 -1.8 0.50
H -2.743745 -3.487238 0.127317 -0.1 0.3 0.1 0.49
O -2.949844 -2.684661 0.636294 -1.0 -1.5 1.7 -0.98
```
Forces are in eV/Å.

Total charge: +1
ΔE to the lowest compared entry with this formula, charge and spin (kJ/mol): 361.1
Orbital gap (eV): 10.79

=====

5.
Computed, not measured: a cluster of 9 separate species, C4H26N2O10 in total at a distorted geometry, with ωB97M-V/def2-TZVPD.

Structure (XYZ):
```
42
Properties=species:S:1:pos:R:3:forces:R:3:nbo_charge:R:1
N -1.799762 -2.950524 -0.301420 0.0 0.0 -0.4 -0.84
C -1.233171 -1.926706 -1.146282 0.3 -0.6 1.1 -0.04
N -0.827061 -0.746674 -0.339071 -0.3 0.7 -0.6 -0.68
C -0.016795 0.210647 -1.113911 0.2 -0.5 0.2 -0.20
C 1.469190 -0.194801 -1.049088 -0.5 -0.2 0.5 0.47
O 1.996905 -0.376847 0.033368 0.0 0.1 -0.9 -0.58
C -0.157981 1.629470 -0.580190 -0.3 0.3 -0.2 -0.06
O -0.159409 2.540318 -1.702391 0.3 -0.2 0.3 -0.75
H -2.676005 -2.671779 0.119361 0.0 0.1 0.0 0.36
H -1.161894 -3.217343 0.437396 0.1 0.0 0.1 0.38
H -1.966707 -1.617038 -1.884265 0.0 0.2 -0.1 0.19
H -0.378747 -2.358657 -1.677112 0.0 0.0 0.0 0.17
H -0.364316 -1.012939 0.528750 0.2 -0.4 -0.2 0.41
H -0.370520 0.182351 -2.152201 0.1 0.0 0.2 0.23
H 2.012392 -0.345398 -1.985522 0.2 0.0 -0.1 0.16
H -1.109820 1.725281 -0.057836 0.1 0.0 0.0 0.18
H 0.638407 1.873549 0.125229 -0.1 0.1 -0.1 0.20
H 0.035134 3.415321 -1.351740 0.0 0.1 -0.1 0.49
O 2.818807 -1.881217 2.534557 0.4 0.5 -0.2 -0.97
H 3.175923 -1.777184 1.639730 0.0 -0.2 0.2 0.48
H 2.614266 -0.948657 2.780067 -0.1 -0.5 0.0 0.51
O 1.543472 0.596599 2.552197 -0.2 -0.1 -0.3 -1.02
H 0.606399 0.494459 2.832868 0.6 0.0 -0.3 0.50
H 1.596994 0.294543 1.612890 -0.3 0.2 0.8 0.49
O -1.180396 0.659152 3.099009 -0.5 -0.4 -0.5 -1.01
H -1.668215 0.579628 3.918589 -0.1 0.0 0.3 0.49
H -1.839568 0.422665 2.387573 0.2 0.3 0.3 0.52
O 0.217610 -2.500509 2.346365 -0.1 -0.5 -0.9 -1.00
H -0.109233 -1.921557 3.024310 -0.1 0.4 0.5 0.47
H 1.200240 -2.459628 2.378791 -0.3 0.2 0.2 0.51
O 0.913378 -0.779821 -4.569562 -0.1 0.4 0.7 -0.99
H 1.012849 0.197326 -4.498134 -0.1 -0.4 -0.1 0.50
H 1.170096 -0.994392 -5.459087 0.2 -0.2 -0.5 0.47
O -3.026811 0.235781 1.123891 0.4 -0.7 0.1 -0.99
H -2.378394 -0.177802 0.489336 -0.1 0.3 0.1 0.50
H -3.335156 1.038732 0.710982 -0.2 0.3 -0.2 0.48
O 1.111632 1.904739 -4.160828 -0.2 -0.1 1.5 -0.98
H 0.659570 2.125769 -3.295207 0.4 -0.1 -1.0 0.51
H 0.760745 2.499208 -4.814311 -0.3 0.4 -0.3 0.48
O -0.062524 3.112500 2.331244 -0.3 -0.5 0.2 -0.98
H -0.563325 2.321202 2.629155 0.0 0.7 -0.2 0.48
H 0.831813 2.800234 2.502499 0.3 0.1 0.0 0.48
```
Forces are in eV/Å.

Total charge: 0
ΔE to the lowest compared entry with this formula, charge and spin (kJ/mol): 216.0
Orbital gap (eV): 9.72

=====

6.
Computed, not measured: a cluster of 8 separate species, C4H26N2O7 in total at a distorted geometry, with ωB97M-V/def2-TZVPD.

Structure (XYZ):
```
39
Properties=species:S:1:pos:R:3:forces:R:3:nbo_charge:R:1
C -0.043299 -0.121850 -3.377848 -0.9 -0.5 2.1 -0.42
N 0.462727 -0.350015 -1.947341 1.8 0.5 -1.3 -0.69
C 2.000861 -0.235594 -1.969104 0.9 -1.9 -0.3 -0.23
C 2.565167 -0.531291 -0.553119 -2.9 0.8 0.0 -0.44
C 2.214385 0.686657 0.373687 0.2 -0.1 -0.9 -0.24
N 1.728276 0.278642 1.659830 2.8 -1.6 1.1 -0.84
H 0.206616 -1.119311 -3.700827 -0.4 0.0 -1.4 0.21
H 0.472508 0.642030 -3.918338 0.8 0.5 -0.2 0.18
H -1.134309 0.160454 -3.512021 1.1 -0.8 0.7 0.21
H 0.101160 0.231885 -1.208007 0.0 0.8 -0.3 0.36
H 2.376602 0.831158 -2.344610 -0.7 -2.5 0.3 0.19
H 2.499296 -1.268102 -2.509845 -1.7 3.3 0.3 0.20
H 1.939950 -1.459289 -0.227489 1.5 1.4 -0.1 0.21
H 3.622017 -0.685241 -0.562169 0.6 -0.5 -0.1 0.21
H 3.084117 1.350354 0.538655 -0.1 -0.4 -0.3 0.18
H 1.492721 1.325517 -0.191282 0.3 -0.3 0.8 0.19
H 0.765145 0.090966 1.703145 -1.2 -0.4 0.1 0.37
H 2.281391 -0.620493 1.929834 -1.6 2.1 -0.4 0.35
O 0.098367 3.187435 -0.952445 -0.1 -1.0 1.6 -0.97
H -0.633752 2.548562 -0.968656 0.0 0.5 -0.2 0.49
H 0.134957 3.627593 -1.775151 -0.1 0.6 -1.4 0.48
O -0.736395 -2.879862 -0.842147 1.4 -0.4 -0.2 -1.01
H 0.129151 -3.400963 -0.962835 -1.9 1.7 0.2 0.51
H -0.545294 -1.900500 -0.783378 0.7 -1.4 -0.8 0.51
O -2.798572 -1.739328 0.420656 -0.3 -0.2 0.5 -0.97
H -2.390378 -2.372587 -0.162107 0.8 0.1 -1.6 0.49
H -3.068018 -2.448898 1.004036 -0.8 0.3 1.2 0.47
O 0.145838 -2.936669 1.667983 1.7 -1.2 0.0 -0.95
H -0.491169 -2.849421 0.986556 -1.0 0.0 -1.3 0.48
H -0.186543 -2.433989 2.370339 -0.4 1.1 1.8 0.45
O -0.749707 0.097672 3.057050 0.4 -1.1 -0.5 -0.96
H -1.214815 0.846639 3.410656 -0.6 0.3 0.3 0.50
H -1.321932 -0.681312 2.983540 -0.2 0.8 0.2 0.47
O -2.382988 1.434412 -0.271234 -0.1 -1.3 0.6 -0.96
H -3.214389 1.368282 0.228635 0.1 0.7 -0.3 0.49
H -2.090421 0.516710 -0.098553 0.1 0.4 -0.3 0.48
O -0.775695 3.246812 1.947281 0.6 0.4 -1.1 -0.94
H -0.627034 2.402258 1.521747 -0.3 -1.0 0.5 0.46
H -0.354062 3.726016 1.201862 -0.4 0.6 0.7 0.48
```
Forces are in eV/Å.

Total charge: 0
ΔE to the lowest compared entry with this formula, charge and spin (kJ/mol): 302.4
Orbital gap (eV): 8.53

=====

Across the entries above, highest occupied orbital energy takes the values -0.139; -0.499; -0.403; -0.498; -0.355; -0.309 Ha, respectively.
Across the entries above, total energy takes the values -44077.555; -28004.220; -41480.684; -23906.464; -28025.915; -21880.346 eV, respectively.